A 2-piece molecular cluster, C17H32FNO5 overall in a non-equilibrium geometry. Source: OMol25; level of theory: ωB97M-V with the def2-TZVPD basis set.

Each line ends with the Löwdin charge.
CARTESIAN COORDINATES (ANGSTROEM)
F1 -2.27 -2.30 0.97  -0.015
O1 -1.57 3.57 1.05  0.113
O2 0.00 0.47 2.67  -0.011
O3 -1.40 1.68 3.96  0.016
O4 -2.15 -0.17 2.90  -0.088
O5 0.48 0.02 -2.04  -0.110
N1 -2.96 -0.55 -1.45  -0.055
C1 -0.78 2.45 -0.90  -0.091
C2 1.93 -2.24 -1.10  -0.040
C3 -1.33 1.05 -0.60  -0.205
C4 4.15 -0.11 1.89  -0.071
C5 -4.43 -1.69 1.85  -0.022
C6 -1.60 3.48 -0.15  -0.259
C7 -1.29 0.70 3.24  -0.786
C8 3.88 -0.74 -0.56  -0.167
C9 -0.56 -0.20 -1.13  -0.269
C10 -3.35 -1.41 0.85  -0.394
C11 -3.75 -1.52 -0.61  -0.035
C12 2.34 -0.84 -0.59  -0.318
C13 4.49 0.25 0.44  -0.417
C14 -2.81 0.88 -0.95  -0.028
C15 4.16 1.73 0.14  -0.072
C16 -1.61 -0.98 -1.92  -0.013
C17 1.75 0.30 -1.44  -0.147
H1 2.77 -2.76 -1.56  0.079
H2 0.24 2.54 -0.54  0.119
H3 1.11 -2.20 -1.82  0.063
H4 4.25 -1.73 -0.27  0.112
H5 4.26 -0.56 -1.57  0.122
H6 1.66 1.20 -0.83  0.098
H7 2.03 -0.73 0.45  0.122
H8 -2.98 -0.41 1.09  0.091
H9 4.97 2.38 0.47  0.078
H10 2.42 0.53 -2.27  0.133
H11 -3.97 -1.58 2.83  0.081
H12 -2.23 4.16 -0.74  0.121
H13 -3.51 -0.45 -2.31  0.170
H14 -0.24 -0.78 -0.26  0.147
H15 4.87 0.35 2.57  0.080
H16 4.19 -1.19 2.05  0.080
H17 -4.89 -2.67 1.71  0.088
H18 5.58 0.15 0.34  0.127
H19 -4.81 -1.39 -0.80  0.141
H20 -1.52 -0.62 -2.95  0.150
H21 -0.85 2.68 -1.97  0.125
H22 -1.49 -2.06 -1.95  0.142
H23 -5.22 -0.94 1.73  0.095
H24 -3.47 -2.52 -0.95  0.139
H25 -0.14 -0.37 2.21  0.056
H26 4.00 1.89 -0.93  0.069
H27 -1.29 0.95 0.49  0.128
H28 3.15 0.23 2.18  0.073
H29 1.60 -2.86 -0.27  0.088
H30 3.24 2.03 0.66  0.077
H31 -3.42 1.07 -0.08  0.146
H32 -3.09 1.50 -1.81  0.143

Values from the calculation:
F_max ... 1.44 eV/A
Lowest unoccupied orbital energy ... -0.0293 hartree

=====

A 5-piece molecular cluster, C17H32O12 overall in a non-equilibrium geometry. Source: OMol25; level of theory: ωB97M-V with the def2-TZVPD basis set.

Each line ends with the Löwdin charge.
CARTESIAN COORDINATES (ANGSTROEM)
O1 2.73 4.04 -5.95  0.008
O2 2.43 2.76 -4.11  0.116
O3 -4.67 0.47 -0.40  -0.151
O4 1.44 0.59 6.26  0.013
O5 1.49 0.46 3.99  0.133
O6 0.01 -0.63 5.35  -0.008
O7 -0.09 -4.68 1.26  0.017
O8 0.08 -6.80 1.47  -0.014
O9 0.75 3.88 -5.08  0.016
O10 1.58 -1.31 0.06  -0.011
O11 -1.69 -5.95 0.33  0.133
O12 3.23 -2.12 -1.21  0.131
C1 1.01 0.26 5.07  -0.588
C2 4.11 3.76 -5.98  -0.050
C3 -0.22 3.28 -4.25  -0.050
C4 1.37 -0.05 0.69  -0.157
C5 2.53 -1.20 -0.90  -0.462
C6 2.63 0.26 -1.33  -0.072
C7 -3.19 2.23 -0.18  -0.198
C8 -0.56 -3.52 0.61  -0.062
C9 -0.88 -0.95 4.26  -0.037
C10 2.01 3.51 -4.96  -0.613
C11 -0.69 -5.83 0.98  -0.617
C12 1.62 0.99 -0.42  -0.136
C13 2.42 1.62 6.37  -0.038
C14 -4.11 2.52 -1.29  -0.196
C15 -5.30 1.57 -1.07  -0.175
C16 -0.20 -8.17 1.15  -0.019
C17 -3.41 0.77 0.23  -0.170
H1 3.65 0.61 -1.14  0.126
H2 -3.57 0.59 1.30  0.110
H3 1.98 0.10 1.58  0.114
H4 -3.47 2.84 0.69  0.113
H5 2.24 2.47 5.71  0.095
H6 -0.13 2.20 -4.31  0.100
H7 -1.73 -0.27 4.23  0.092
H8 0.77 1.10 -1.09  0.107
H9 3.44 1.31 6.13  0.098
H10 -0.97 -8.45 1.86  0.099
H11 4.65 4.44 -5.32  0.099
H12 -0.40 -0.76 3.30  0.069
H13 4.33 2.72 -5.77  0.098
H14 2.46 0.42 -2.39  0.113
H15 -4.32 3.59 -1.37  0.116
H16 -0.16 3.64 -3.22  0.095
H17 -1.25 3.56 -4.49  0.092
H18 -2.55 0.13 0.00  0.104
H19 -1.20 -1.98 4.33  0.096
H20 -0.47 -3.42 -0.47  0.104
H21 4.46 4.03 -6.98  0.094
H22 -5.88 1.33 -1.95  0.117
H23 0.06 -2.67 0.87  0.065
H24 -2.21 2.64 -0.45  0.107
H25 -0.36 -8.23 0.08  0.098
H26 -3.64 2.18 -2.22  0.111
H27 -1.59 -3.29 0.89  0.097
H28 0.70 -8.76 1.34  0.089
H29 2.08 1.90 -0.07  0.116
H30 -5.95 2.04 -0.31  0.115
H31 0.32 0.14 0.92  0.112
H32 2.29 2.02 7.38  0.095

Values from the calculation:
SMILES ... COC(=O)OC.COC(=O)OC.COC(=O)OC.O=C1CCCO1.C1CCOC1
F_max ... 2.71 eV/A
Lowest unoccupied orbital energy ... 0.0149 hartree

=====

A 2-piece molecular cluster, C17H33B2N4O9S overall in a non-equilibrium geometry. Source: OMol25; level of theory: ωB97M-V with the def2-TZVPD basis set.

Each line ends with the Löwdin charge.
CARTESIAN COORDINATES (ANGSTROEM)
S1 -2.66 4.27 -0.44  0.184
O1 -4.48 0.25 0.94  -0.113
O2 -2.99 5.71 -0.48  -0.413
O3 5.37 -0.54 1.24  -0.056
O4 0.06 3.33 1.09  -0.073
O5 0.06 -1.56 -5.41  0.025
O6 -2.09 -2.78 -4.52  0.007
O7 -2.25 3.83 -1.79  -0.417
O8 -3.84 3.50 -0.01  -0.454
O9 -1.55 4.05 0.51  -0.392
N1 -2.18 -0.85 -0.38  -0.115
N2 -2.39 -0.96 -1.72  0.101
N3 3.49 -1.95 2.11  -0.171
N4 2.19 2.21 0.19  -0.134
C1 3.70 -1.13 3.38  -0.129
C2 2.70 1.62 -1.13  -0.144
C3 5.67 -3.01 0.66  -0.044
C4 0.25 -0.44 2.67  -0.195
C5 -4.47 -1.25 0.88  -0.314
C6 2.63 3.69 0.10  -0.109
C7 -3.00 -1.86 0.48  -0.092
C8 -0.35 1.15 -0.42  0.114
C9 4.82 -1.77 1.35  -0.291
C10 -1.94 -0.13 -4.25  -0.051
C11 2.34 -1.37 1.27  -0.182
C12 0.86 -1.75 1.90  -0.160
C13 -1.30 0.06 0.43  0.039
C14 -0.52 1.11 -2.08  0.130
C15 -5.53 -1.61 -0.36  -0.100
C16 -1.17 0.13 2.06  -0.122
C17 -1.64 -0.02 -2.60  -0.077
B1 0.68 2.23 0.27  -0.466
B2 -1.28 -1.54 -4.77  -0.424
H1 0.07 1.81 -2.81  0.121
H2 -5.32 -2.67 -0.83  0.070
H3 2.27 0.53 -1.24  0.082
H4 -3.22 -2.79 -0.23  0.127
H5 2.87 -1.34 4.19  0.095
H6 0.53 3.30 1.99  0.117
H7 6.82 -2.72 0.70  0.095
H8 3.88 1.67 -1.22  0.105
H9 0.62 -2.17 -4.81  0.125
H10 1.07 -2.57 2.74  0.115
H11 0.03 -0.76 3.79  0.116
H12 3.68 3.77 -0.47  0.097
H13 0.13 -2.25 1.13  0.103
H14 2.50 -0.19 1.31  0.107
H15 2.24 2.33 -1.98  0.102
H16 -5.45 -0.84 -1.25  0.101
H17 2.77 4.04 1.21  0.098
H18 -5.41 0.60 0.72  0.128
H19 -6.66 -1.65 0.02  0.086
H20 -2.39 -2.29 1.38  0.118
H21 5.57 -4.00 1.30  0.084
H22 -2.03 -2.89 -3.52  0.091
H23 -3.13 -0.22 -4.32  0.133
H24 1.01 0.47 2.76  0.118
H25 2.46 -1.66 0.13  0.131
H26 3.71 0.04 3.18  0.109
H27 4.75 -1.40 3.87  0.108
H28 -4.90 -1.65 1.89  0.141
H29 5.41 -3.16 -0.47  0.087
H30 -1.26 1.28 2.36  0.156
H31 -2.03 -0.41 2.66  0.118
H32 1.86 4.35 -0.51  0.129
H33 -1.59 0.83 -4.82  0.126

Values from the calculation:
F_max ... 8.64 eV/A
Energy above the lowest of the compared OMol25 structures with the same formula, charge and spin ... 1548.5 kJ/mol
Charge ... -1
Lowest unoccupied orbital energy ... 0.0326 hartree

=====

C17H33BFI2O9S2 as an isolated structure in a non-equilibrium geometry. Source: OMol25; level of theory: ωB97M-V with the def2-TZVPD basis set.

Each line ends with the Löwdin charge.
CARTESIAN COORDINATES (ANGSTROEM)
I1 3.66 -5.12 2.25  0.632
I2 1.06 -5.51 -0.10  0.696
S1 -6.94 -1.56 0.18  0.699
S2 5.84 3.67 -2.26  0.590
F1 1.13 0.52 -1.82  -0.056
O1 4.71 3.63 -3.41  -0.269
O2 -1.30 0.00 -0.37  -0.050
O3 -5.97 -2.16 -0.78  -0.328
O4 6.30 2.34 -2.02  -0.277
O5 5.38 4.52 -1.19  -0.283
O6 -7.88 -2.61 0.66  -0.338
O7 -0.60 -2.10 0.12  0.002
O8 -0.99 -2.30 2.47  -0.037
O9 -7.70 -0.32 -0.62  -0.201
C1 -1.43 1.38 -0.02  -0.255
C2 2.58 3.34 -2.23  -0.075
C3 1.02 -0.31 0.55  -0.037
C4 -1.23 2.37 -1.22  -0.068
C5 1.73 -0.30 -0.85  -0.312
C6 -1.03 -0.91 2.06  -0.210
C7 -2.51 -0.51 2.38  -0.115
C8 1.93 -3.81 2.30  -0.780
C9 -0.49 -0.73 0.54  -0.410
C10 3.57 2.77 -3.23  -0.251
C11 -3.56 -1.18 1.42  -0.157
C12 -4.89 -1.64 2.16  -0.182
C13 0.89 -3.92 1.40  -0.574
C14 7.06 4.55 -3.19  -0.129
C15 1.88 -2.71 3.41  -0.160
C16 -6.11 -0.77 1.63  -0.221
C17 1.99 -1.75 -1.44  -0.032
B1 -0.45 -2.99 1.29  -0.885
H1 3.09 2.68 -4.20  0.124
H2 1.62 -1.00 1.20  0.115
H3 -0.18 2.77 -1.15  0.049
H4 -5.80 0.27 1.34  0.103
H5 -3.17 -2.05 0.84  0.126
H6 7.90 4.74 -2.53  0.073
H7 -4.82 -1.64 3.27  0.111
H8 2.76 0.13 -0.68  0.135
H9 -7.66 -0.52 -1.57  0.085
H10 6.63 5.49 -3.54  0.072
H11 2.31 4.36 -2.50  0.086
H12 -1.26 1.79 -2.18  0.086
H13 -2.60 0.61 2.28  0.096
H14 -1.31 -3.82 1.05  0.090
H15 2.23 -1.70 3.06  0.071
H16 7.38 3.93 -4.03  0.072
H17 0.91 -2.64 3.95  0.083
H18 2.65 -3.01 4.19  0.046
H19 3.00 3.37 -1.23  0.077
H20 -0.80 1.68 0.87  0.126
H21 1.11 0.71 1.05  0.122
H22 3.90 1.77 -2.93  0.114
H23 -5.13 -2.70 1.84  0.114
H24 -6.90 -0.64 2.42  0.103
H25 -0.23 -0.44 2.71  0.146
H26 -2.78 -0.77 3.44  0.113
H27 2.01 -2.49 -0.59  0.050
H28 2.97 -1.81 -1.97  0.074
H29 1.68 2.73 -2.20  0.045
H30 -1.92 3.25 -1.21  0.070
H31 -2.50 1.52 0.34  0.103
H32 -3.88 -0.40 0.66  0.098
H33 1.12 -2.01 -2.10  0.096

Values from the calculation:
F_max ... 4.39 eV/A
Charge ... -1
Lowest unoccupied orbital energy ... 0.0705 hartree

=====

An isolated ion of composition C17H33BNO7 and charge +1. Source: OMol25; level of theory: ωB97M-V with the def2-TZVPD basis set.

Each line ends with the Löwdin charge.
CARTESIAN COORDINATES (ANGSTROEM)
O1 3.75 -0.53 -1.36  0.121
O2 -3.47 -1.33 0.15  -0.025
O3 1.07 -2.06 -0.42  -0.049
O4 -3.51 2.23 3.54  0.201
O5 3.81 1.42 -0.28  -0.006
O6 -2.15 0.26 3.70  0.164
O7 0.49 -4.14 -1.06  0.148
N1 -2.48 0.62 -0.42  0.011
C1 0.47 2.97 0.03  -0.181
C2 1.91 -2.61 1.81  -0.043
C3 -3.82 0.52 1.73  0.026
C4 -2.91 -0.20 0.77  -0.289
C5 -2.90 -1.48 -1.17  -0.071
C6 1.93 2.75 0.42  -0.147
C7 0.15 -0.86 -2.79  -0.151
C8 5.73 0.01 -0.12  0.033
C9 0.05 -2.38 -2.60  -0.066
C10 -1.77 -0.46 -1.21  -0.217
C11 2.41 1.38 -0.04  -0.195
C12 0.71 -2.24 0.97  -0.222
C13 -1.83 1.95 -0.20  -0.075
C14 4.35 0.23 -0.66  -0.516
C15 -1.14 -0.07 -2.54  -0.104
C16 0.55 -2.96 -1.29  -0.478
C17 -0.45 1.82 0.45  -0.159
B1 -3.10 1.04 3.05  -0.652
H1 -2.61 -2.51 -1.34  0.137
H2 5.83 -1.03 0.20  0.094
H3 0.28 -1.28 1.29  0.095
H4 -4.59 -0.20 2.05  0.145
H5 -3.68 -1.20 -1.89  0.143
H6 -0.97 -0.81 -0.56  0.123
H7 0.08 3.90 0.45  0.126
H8 0.47 -0.67 -3.82  0.125
H9 -0.86 0.98 -2.50  0.111
H10 2.54 3.49 -0.12  0.127
H11 2.10 2.91 1.48  0.124
H12 -2.94 2.58 4.23  0.124
H13 -1.84 -0.17 -3.37  0.132
H14 2.19 0.60 0.70  0.127
H15 -1.73 2.41 -1.18  0.131
H16 1.89 1.11 -0.97  0.112
H17 0.43 3.06 -1.06  0.120
H18 -3.34 0.81 -0.93  0.200
H19 0.94 -0.48 -2.14  0.093
H20 -4.32 1.36 1.25  0.123
H21 -0.55 1.84 1.54  0.124
H22 -0.01 0.86 0.19  0.091
H23 6.45 0.20 -0.92  0.099
H24 -0.97 -2.76 -2.74  0.121
H25 -2.52 2.56 0.38  0.143
H26 0.63 -2.87 -3.38  0.138
H27 -1.99 -0.52 1.27  0.146
H28 2.55 -1.76 2.01  0.071
H29 1.56 -3.01 2.77  0.086
H30 -0.06 -3.02 1.05  0.128
H31 2.47 -3.40 1.32  0.093
H32 5.94 0.68 0.70  0.087
H33 -1.22 0.42 3.53  0.101

Values from the calculation:
SMILES ... CCOC(=O)CCC[C@@H]1CO[C@H](CB(O)O)[N@H+]1CCCCCOC(C)=O
F_max ... 0.98 eV/A
Charge ... +1
Lowest unoccupied orbital energy ... -0.0939 hartree

=====

A 5-piece molecular cluster, C17H33ClI2N4O14P overall in a non-equilibrium geometry. Source: OMol25; level of theory: ωB97M-V with the def2-TZVPD basis set.

Each line ends with the Löwdin charge.
CARTESIAN COORDINATES (ANGSTROEM)
I1 0.47 -0.26 -1.76  0.561
I2 1.29 -3.58 -7.68  0.977
Cl1 3.08 -1.73 -3.97  0.572
P1 -0.13 -0.25 -4.15  0.521
O1 -3.49 -3.73 1.08  -0.011
O2 2.42 0.86 -4.84  -0.152
O3 -2.66 0.48 1.98  0.007
O4 0.24 -3.39 7.47  -0.009
O5 -3.71 2.08 3.07  0.004
O6 -1.79 -3.76 -0.32  -0.028
O7 -1.72 0.49 -4.24  -0.413
O8 -1.74 -5.15 1.51  0.111
O9 1.10 4.78 2.50  0.108
O10 -1.53 -2.42 6.38  0.109
O11 0.14 -3.55 5.28  -0.003
O12 1.53 6.76 1.42  -0.012
O13 -2.41 2.65 1.26  0.070
O14 0.40 5.22 0.36  -0.008
N1 0.41 -1.71 -7.43  -0.320
N2 0.69 0.71 -6.67  0.057
N3 6.42 1.48 -4.06  0.056
N4 2.71 -0.89 -6.63  0.013
C1 -4.13 -4.20 2.26  -0.036
C2 -0.52 -3.27 4.05  -0.049
C3 3.10 -0.36 -5.27  -0.721
C4 1.02 5.51 1.53  -0.558
C5 2.22 7.22 2.59  -0.052
C6 -0.49 -3.06 6.38  -0.557
C7 -0.52 -4.27 -0.71  -0.059
C8 -2.88 1.82 2.02  -0.524
C9 -4.02 3.46 3.24  -0.041
C10 -0.30 -2.93 8.71  -0.051
C11 1.24 -0.71 -6.94  -0.297
C12 -1.80 0.06 0.92  -0.111
C13 1.00 0.90 -5.18  -0.519
C14 5.36 0.58 -3.98  -0.164
C15 4.72 0.05 -5.40  -0.144
C16 -2.28 -4.30 0.83  -0.563
C17 -0.20 3.92 0.32  -0.062
H1 4.72 1.00 -6.13  0.135
H2 0.06 -3.72 3.24  0.090
H3 1.54 7.26 3.44  0.099
H4 0.57 3.14 0.45  0.093
H5 -5.08 -3.67 2.36  0.100
H6 -0.61 -1.51 -7.63  0.140
H7 3.08 6.57 2.80  0.099
H8 -0.58 -5.35 -0.90  0.102
H9 -4.33 -5.27 2.18  0.104
H10 6.60 1.63 -5.09  0.041
H11 -1.70 -1.03 0.98  0.082
H12 -2.23 0.31 -0.05  0.073
H13 3.28 -0.49 -7.41  0.154
H14 -0.81 0.50 1.03  0.064
H15 -4.69 3.55 4.10  0.099
H16 2.59 8.23 2.39  0.095
H17 1.41 1.33 -7.15  0.149
H18 -1.29 -3.37 8.88  0.099
H19 5.35 -0.77 -5.95  0.139
H20 -0.58 -2.19 3.88  0.098
H21 -3.52 -3.98 3.14  0.083
H22 -1.79 1.23 -3.54  0.072
H23 -0.22 -3.77 -1.63  0.071
H24 -0.66 3.79 -0.66  0.092
H25 -1.52 -3.72 4.04  0.079
H26 -4.54 3.85 2.36  0.100
H27 -0.35 -1.84 8.72  0.099
H28 0.63 2.01 -4.94  0.172
H29 0.37 -3.26 9.51  0.095
H30 4.93 0.25 -2.94  0.116
H31 -0.97 3.83 1.09  0.065
H32 -3.12 4.04 3.44  0.101
H33 0.23 -4.06 0.05  0.097

Values from the calculation:
F_max ... 6.37 eV/A
Charge ... +1
Lowest unoccupied orbital energy ... -0.1955 hartree